(1)
This record from the OMol25 dataset describes a structure of composition C24H31NO8STi at a distorted geometry. The level of theory is ωB97M-V/def2-TZVPD.

Results
HOMO (spin up / spin down) (eV): -6.704 / -6.704
Kohn-Sham gap (spin up / spin down) (eV): 5.9926 / 4.0155
Lowest unoccupied orbital energy (spin up / spin down) (eV): -0.71 / -2.69

Structure (ORCA input):
```
! RIJCOSX wB97M-V def2-TZVPD def2/J DEFGRID3
* xyz 0 3
Ti 0.355 0.650 -0.368
C 2.386 -1.427 -1.119
C 2.976 -0.148 -1.727
O 2.433 1.024 -1.106
C 3.209 1.607 -0.052
C 3.058 0.858 1.284
O 1.769 0.244 1.320
C 1.030 0.299 2.540
C -0.230 -0.511 2.261
O -0.982 0.040 1.171
C -1.991 0.993 1.554
C -2.825 1.341 0.325
O -2.127 2.135 -0.615
C -1.350 1.436 -1.516
C 0.130 -0.836 -1.807
O 1.026 -1.255 -0.751
H 2.920 -1.712 -0.212
H 2.485 -2.242 -1.840
H 2.717 -0.071 -2.782
H 4.064 -0.164 -1.644
H 2.804 2.607 0.059
H 4.262 1.657 -0.337
H 3.177 1.569 2.103
H 3.810 0.071 1.390
H 0.791 1.337 2.789
H 1.595 -0.156 3.357
H -0.846 -0.582 3.158
H 0.069 -1.511 1.945
H -1.522 1.893 1.952
H -2.649 0.542 2.302
H -3.685 1.918 0.665
H -3.174 0.419 -0.148
H -0.983 2.157 -2.246
H -1.957 0.661 -1.988
H 0.585 -0.884 -2.795
H -0.761 -1.457 -1.750
C 0.442 2.556 0.401
C 0.382 3.472 1.206
C 0.211 4.498 2.191
C -1.086 4.914 2.517
C -1.297 5.843 3.520
C -0.218 6.378 4.212
C 1.071 5.983 3.887
C 1.288 5.050 2.887
H -1.919 4.502 1.961
H -2.305 6.150 3.765
H -0.384 7.104 4.996
H 1.913 6.405 4.420
H 2.297 4.746 2.636
N -2.454 -2.277 -0.202
C -3.451 -2.756 -1.092
C -4.522 -1.946 -1.456
C -5.483 -2.411 -2.343
C -5.370 -3.686 -2.866
C -4.300 -4.495 -2.532
C -3.336 -4.027 -1.649
S -6.775 -4.385 -3.780
O -6.194 -5.400 -4.640
O -7.367 -3.256 -4.474
O -7.578 -4.909 -2.683
H -2.819 -1.688 0.528
H -1.887 -3.022 0.176
H -4.616 -0.950 -1.032
H -6.329 -1.803 -2.633
H -4.245 -5.489 -2.955
H -2.495 -4.655 -1.370
*
```



(2)
This record from the OMol25 dataset describes a structure of composition C24H32BaN8O2S3Se2 at a distorted geometry. The level of theory is ωB97M-V/def2-TZVPD.

Results
Energy relative to the best compared isomer or geometry (same formula, charge and spin) (kcal/mol): 6.4
HOMO (eV): -7.261
Kohn-Sham gap (eV): 7.4152
Lowest unoccupied orbital energy (eV): 0.15

Structure (ORCA input):
```
! RIJCOSX wB97M-V def2-TZVPD def2/J DEFGRID3
* xyz 0 1
Ba -1.439 -0.420 0.307
C -4.043 5.174 -1.666
C -3.398 4.761 -0.398
N -3.741 5.164 0.783
N -2.896 4.490 1.615
C -2.025 3.683 0.988
S -0.843 2.717 1.688
N -2.349 3.877 -0.322
N -1.733 3.204 -1.378
H -4.833 5.883 -1.435
H -4.476 4.313 -2.177
H -3.332 5.658 -2.338
H -2.948 4.601 2.611
H -1.863 3.765 -2.211
H -2.280 2.350 -1.495
C 2.171 0.593 4.871
Se 1.812 0.355 2.981
C 1.613 -1.580 3.010
C 0.558 -2.115 3.966
Se -1.287 -1.679 3.517
C -1.567 -0.069 4.567
H 2.970 -0.074 5.194
H 1.286 0.430 5.484
H 2.503 1.620 5.006
H 2.583 -2.023 3.245
H 1.368 -1.862 1.983
H 0.733 -1.796 4.993
H 0.603 -3.205 3.968
H -1.569 -0.310 5.627
H -2.547 0.299 4.267
H -0.817 0.679 4.326
C -5.601 0.980 0.574
C -4.109 0.734 0.523
O -3.575 0.134 1.492
O -3.460 1.120 -0.496
H -6.117 0.021 0.631
H -5.943 1.533 -0.297
H -5.846 1.526 1.485
S 5.483 1.586 -2.081
C 3.963 1.013 -1.388
C 3.045 1.972 -0.973
C 1.835 1.560 -0.449
N 1.491 0.274 -0.306
C 2.374 -0.636 -0.725
C 3.610 -0.325 -1.264
C 6.461 0.104 -2.086
C 7.107 -0.336 -0.940
C 7.878 -1.487 -1.018
N 8.041 -2.194 -2.133
C 7.421 -1.760 -3.226
C 6.624 -0.624 -3.256
H 3.264 3.030 -1.036
H 1.112 2.291 -0.107
H 2.063 -1.672 -0.633
H 4.272 -1.120 -1.576
H 7.011 0.200 -0.006
H 8.392 -1.853 -0.136
H 7.562 -2.347 -4.127
H 6.137 -0.311 -4.170
C -3.185 -5.708 -3.629
C -2.963 -4.448 -2.847
C -3.910 -3.417 -2.873
C -3.608 -2.297 -2.136
N -2.486 -2.197 -1.424
C -1.640 -3.252 -1.402
S -0.219 -3.184 -0.392
N -1.856 -4.369 -2.127
H -3.512 -5.490 -4.647
H -3.970 -6.303 -3.157
H -2.271 -6.296 -3.656
H -4.819 -3.496 -3.452
H -4.270 -1.436 -2.111
*
```



(3)
This record from the OMol25 dataset describes a structure of composition C24H32ClN3O4Sc at a distorted geometry. The level of theory is ωB97M-V/def2-TZVPD.

Results
HOMO (spin up / spin down) (eV): -0.340 / -0.301
Kohn-Sham gap (spin up / spin down) (eV): 2.9217 / 2.8775
Lowest unoccupied orbital energy (spin up / spin down) (eV): 2.58 / 2.58

Structure (ORCA input):
```
! RIJCOSX wB97M-V def2-TZVPD def2/J DEFGRID3
* xyz -1 1
Sc 0.476 -0.022 0.190
Cl 2.435 -0.090 -1.084
N 0.655 2.131 0.246
N 0.556 -2.188 0.293
C 0.089 2.876 -0.686
C 0.009 -2.923 -0.662
C 1.593 2.962 1.023
C 1.855 4.092 0.034
C 2.820 2.164 1.430
C 0.920 3.499 2.276
H 3.302 1.715 0.556
H 2.531 1.365 2.130
H 3.528 2.825 1.946
H 0.001 4.049 2.041
H 1.616 4.173 2.789
H 0.656 2.682 2.954
C 1.474 -3.033 1.085
C 1.732 -4.175 0.108
C 0.782 -3.563 2.328
C 2.717 -2.263 1.500
H 3.215 -1.832 0.625
H 3.405 -2.942 2.020
H 2.445 -1.454 2.195
H -0.153 -4.077 2.080
H 0.541 -2.750 3.018
H 1.451 -4.268 2.837
O 0.592 -4.099 -0.838
H 1.726 -5.176 0.557
H 2.645 -4.018 -0.483
O 0.684 4.043 -0.880
H 2.746 3.905 -0.583
H 1.892 5.096 0.476
C -1.146 2.532 -1.475
C -1.185 -2.564 -1.504
C -1.125 -1.254 -2.274
H -2.029 -2.569 -0.782
H -1.336 -3.404 -2.198
C -1.086 -0.016 -1.590
C -1.114 1.230 -2.259
H -1.400 -0.020 -0.512
C -1.284 1.221 -3.646
C -1.355 0.001 -4.325
C -1.485 2.499 -4.425
C -1.291 -1.228 -3.661
H -1.494 0.009 -5.410
C -1.502 -2.495 -4.456
H -1.605 -2.216 -5.520
H -2.428 -3.014 -4.137
H -0.653 -3.195 -4.351
H -2.411 3.018 -4.105
H -1.584 2.231 -5.493
H -0.633 3.193 -4.308
H -1.330 3.377 -2.152
H -1.947 2.526 -0.706
O -1.728 2.255 1.970
C -1.565 1.205 2.552
C -2.168 0.861 3.924
C -1.719 -0.553 4.183
C -1.404 -1.022 2.771
O -1.664 -2.134 2.303
N -0.859 0.075 2.074
H -1.844 1.563 4.698
H -3.262 0.916 3.849
H -0.808 -0.559 4.806
H -2.487 -1.173 4.637
*
```



(4)
This record from the OMol25 dataset describes a structure of composition C24H32CsN6O4S4 at a distorted geometry. The level of theory is ωB97M-V/def2-TZVPD.

Results
Energy relative to the best compared isomer or geometry (same formula, charge and spin) (kcal/mol): 22.2
HOMO (eV): -4.872
Kohn-Sham gap (eV): 6.1743
Lowest unoccupied orbital energy (eV): 1.30

Structure (ORCA input):
```
! RIJCOSX wB97M-V def2-TZVPD def2/J DEFGRID3
* xyz -1 1
Cs 1.793 0.125 -0.815
C -0.595 2.586 -2.877
C 0.370 3.714 -2.472
N 1.525 3.134 -1.823
C 2.815 3.680 -2.150
C 3.319 3.187 -3.509
S 3.279 1.366 -3.650
C 2.052 1.052 -4.964
C 0.695 1.723 -4.773
N 0.163 1.496 -3.453
H -1.365 2.990 -3.559
H -1.092 2.206 -1.984
H -0.170 4.434 -1.842
H 0.705 4.253 -3.361
H 1.391 3.046 -0.825
H 3.525 3.344 -1.392
H 2.832 4.786 -2.171
H 4.359 3.489 -3.636
H 2.738 3.582 -4.337
H 1.945 -0.033 -4.941
H 2.489 1.346 -5.921
H 0.031 1.363 -5.577
H 0.806 2.797 -4.923
H -0.338 0.619 -3.392
S 1.807 -2.685 0.519
C 3.490 -2.526 0.428
C 4.324 -3.545 0.946
C 5.681 -3.381 0.931
C 6.217 -2.216 0.372
C 5.334 -1.291 -0.147
N 4.016 -1.412 -0.123
H 3.858 -4.432 1.349
H 6.327 -4.143 1.345
H 7.283 -2.055 0.346
H 5.704 -0.381 -0.619
O -9.099 -1.400 2.810
S -7.711 -1.309 3.237
O -7.105 -0.004 3.022
O -7.425 -1.905 4.538
C -6.777 -2.444 2.138
N -7.290 -3.633 1.855
C -6.554 -4.444 1.117
C -5.311 -4.083 0.616
C -4.845 -2.819 0.981
N -5.588 -2.031 1.757
C -3.575 -2.233 0.515
C -3.320 -0.891 0.808
C -2.185 -0.300 0.285
N -1.312 -0.933 -0.491
C -1.523 -2.220 -0.720
C -2.624 -2.916 -0.244
H -6.985 -5.418 0.902
H -4.756 -4.747 -0.027
H -4.026 -0.353 1.420
H -1.965 0.743 0.482
H -0.770 -2.724 -1.315
H -2.724 -3.967 -0.468
O 1.579 1.777 1.080
S 2.240 1.123 2.230
C 1.013 -0.001 2.990
C 0.144 0.859 3.886
C 1.117 1.742 4.657
C 2.044 2.349 3.618
H 1.596 -0.721 3.562
H 0.476 -0.518 2.198
H -0.470 0.255 4.554
H -0.515 1.477 3.273
H 1.690 1.132 5.359
H 0.600 2.517 5.224
H 3.028 2.591 4.012
H 1.614 3.228 3.143
*
```